Computed, not measured: a cluster of 10 separate species, C15H28Cl27N3O2PS in total at a distorted geometry, with the ωB97M-V functional and the def2-TZVPD basis.

Results
Maximum force   0.0679 hartree/bohr
Orbital gap   9.7 eV

Structure (ORCA input):
```
! RIJCOSX wB97M-V def2-TZVPD def2/J DEFGRID3
* xyz 1 1
C 0.81892 -1.02115 2.62056
C 2.07880 -1.37700 1.83855
C 1.77248 -1.66923 0.42207
O 1.11890 -0.51460 -0.13883
C 0.72455 -0.66668 -1.43254
S 1.40917 0.67065 -2.47610
C 0.22858 2.01185 -2.29261
C 0.80273 3.28993 -1.76816
N 1.91976 3.71286 -2.54959
N -0.30776 4.22664 -1.94141
N 1.24123 3.08536 -0.40615
P 3.30739 1.02283 -1.49018
O 3.98951 -0.20516 -1.73623
H -0.01994 -1.53819 2.19985
H 0.94344 -1.26519 3.64417
H 0.62916 0.02324 2.49887
H 2.70358 -0.51701 1.87450
H 2.56086 -2.21477 2.27660
H 2.65307 -1.89262 -0.13762
H 1.07738 -2.47401 0.37292
H 1.04848 -1.58884 -1.85538
H -0.32780 -0.54875 -1.51814
H -0.55827 1.68512 -1.66388
H -0.19039 2.18647 -3.25109
H 2.55088 4.30359 -2.01921
H 1.56099 4.26075 -3.31224
H -0.09281 5.09852 -1.48613
H -1.18413 3.86642 -1.59867
H 0.45634 3.06898 0.21802
H 1.88100 3.80423 -0.10947
H 3.85927 2.11922 -2.12014
H 3.05686 1.25647 -0.15712
C -3.79553 -0.87669 2.06536
Cl -2.28710 -0.92972 1.14775
Cl -4.68757 -2.38147 1.90895
Cl -3.40851 -0.51927 3.74657
H -4.40191 -0.07427 1.67899
C 5.65593 5.25448 -3.24529
Cl 5.31042 3.64037 -3.86199
Cl 5.38898 6.47234 -4.47373
Cl 4.67485 5.58978 -1.79879
H 6.69297 5.28570 -2.94855
C 6.23620 0.98423 -6.67569
Cl 5.62659 0.46749 -5.09747
Cl 7.96184 0.68136 -6.80238
Cl 5.35253 0.19148 -7.97369
H 6.07515 2.04785 -6.76224
C -2.43953 -2.96919 6.41998
Cl -0.99044 -3.01179 5.41536
Cl -3.34350 -4.46997 6.26717
Cl -2.02877 -2.64907 8.10208
H -3.06347 -2.16345 6.06744
C -5.22173 3.67596 1.63771
Cl -6.68835 2.98419 0.96214
Cl -4.36575 2.48453 2.61844
Cl -4.17310 4.30271 0.36263
H -5.49545 4.50117 2.27663
C -2.25547 1.03733 -5.19689
Cl -1.03037 -0.21316 -4.96210
Cl -3.07792 1.38080 -3.67404
Cl -1.53375 2.49403 -5.86499
H -2.98693 0.66140 -5.89551
C -5.44963 -6.36944 0.23440
Cl -4.72546 -5.84276 -1.28636
Cl -4.24375 -7.10041 1.28159
Cl -6.25313 -5.01975 1.03781
H -6.19771 -7.11261 0.00759
C -1.65682 -9.22171 3.86724
Cl -1.97861 -7.61916 4.52729
Cl -2.93042 -10.35199 4.31044
Cl -1.46569 -9.14901 2.11609
H -0.73039 -9.57672 4.29011
C 0.33946 2.29172 4.50882
Cl -1.18236 2.51054 3.64706
Cl 0.19125 1.02257 5.71255
Cl 1.64958 1.93242 3.37828
H 0.57842 3.21638 5.01053
*
```


Computed, not measured: a cluster of 6 separate species, C15H28F3NO13 in total at a distorted geometry, with the ωB97M-V functional and the def2-TZVPD basis.

Results
Relative energy (zero: lowest compared OMol25 entry of this formula, charge and spin)   73.9 kcal/mol
Maximum force   0.2918 hartree/bohr
Orbital gap   7.2 eV

Structure (ORCA input):
```
! RIJCOSX wB97M-V def2-TZVPD def2/J DEFGRID3
* xyz 0 1
N 1.04427 -3.79486 0.90712
H 1.85530 -3.75522 0.29152
H 0.28295 -3.18769 0.73661
H 1.41665 -3.68465 1.85738
H 1.10403 -4.87605 0.87009
O 1.54942 -1.47948 -0.85256
H 1.41165 -1.61291 -1.68386
C 4.39017 -1.79399 1.29594
C 3.83823 -0.38133 1.38151
O 4.93426 0.37248 1.72056
C 6.01237 -0.38982 1.59400
O 7.19309 0.05264 1.65856
O 5.80220 -1.60015 1.28643
F 2.85822 -0.25800 2.33716
H 4.01534 -1.89482 0.30629
H 4.03282 -2.47561 1.94246
H 3.49341 0.12942 0.34630
C 2.70009 -2.51422 -3.66557
C 3.54121 -3.32491 -4.75433
O 2.65472 -4.30376 -5.22367
C 1.46560 -4.14306 -4.73530
O 0.48508 -4.85983 -5.01745
O 1.34870 -2.97302 -3.93722
F 4.58158 -3.98347 -4.14051
H 2.91749 -1.47566 -3.77202
H 2.67428 -2.79737 -2.66143
H 3.83409 -2.91900 -5.68317
C 0.52244 1.09057 -2.72421
C -0.60198 0.09968 -2.83222
O -0.67450 -0.26216 -4.17526
C 0.06016 0.62874 -4.87075
O 0.10043 0.75367 -6.02591
O 0.62366 1.48742 -4.02959
F -1.69945 0.80116 -2.45913
H 1.56039 0.53960 -2.59107
H 0.26537 1.94301 -1.89480
H -0.45409 -0.75253 -2.25076
C -0.71971 0.04437 1.25778
O -1.49683 1.21126 1.75224
C -2.56223 1.43605 0.84286
C -3.25920 2.77795 1.05611
O -3.45797 2.87843 2.24097
C -4.37839 4.07742 2.46306
C -4.51261 4.11327 4.01898
O -5.43169 3.00226 4.41164
C -5.78641 3.10592 5.82081
H -1.34649 -0.78656 1.01484
H 0.01579 -0.42066 2.21259
H -0.16445 0.07013 0.37370
H -3.30855 0.62302 1.01264
H -2.38461 1.40839 -0.18785
H -4.07379 2.59846 0.65033
H -2.64301 3.72288 0.84380
H -5.38887 4.01907 2.12453
H -3.92102 5.09551 2.41720
H -5.12154 5.14043 4.29786
H -3.54363 3.97671 4.38486
H -4.83630 3.11985 6.35683
H -6.54845 2.43354 6.08109
H -6.26966 3.94744 6.00199
*
```


Computed, not measured: a cluster of 2 separate species, C15H28FNO4 in total at a distorted geometry, with the ωB97M-V functional and the def2-TZVPD basis.

Results
Maximum force   0.0554 hartree/bohr
Orbital gap (spin up / spin down)   6.4 / 6.4 eV
Expectation value of S²   0.75

Structure (ORCA input):
```
! RIJCOSX wB97M-V def2-TZVPD def2/J DEFGRID3
* xyz -1 2
C -1.62349 1.77567 3.08212
C -1.68074 1.86733 1.52020
F -1.81287 3.27498 1.24043
C -2.91962 1.18075 0.87599
C -2.58607 -0.17778 0.11875
C -3.95036 -0.55305 -0.58998
O -4.41585 0.26217 -1.41178
O -4.54947 -1.62670 -0.34252
C -1.54483 0.10477 -1.03051
C -0.19016 -0.68637 -1.01717
C 0.06630 -1.12374 -2.51921
C 1.03311 0.28038 -0.70114
N -0.17123 -1.93816 -0.23416
O -0.61443 -2.96148 -0.87971
C -0.72330 -1.82945 1.12832
C 0.19599 -1.10192 2.16459
C -0.83909 -3.31103 1.66767
C -2.17833 -1.21841 1.21843
H -0.59357 1.50617 3.40229
H -2.32569 1.00778 3.47069
H -1.91854 2.74997 3.51305
H -0.73205 1.56523 1.04227
H -3.38453 1.88390 0.15573
H -3.62334 0.89637 1.68877
H -1.35415 1.20208 -1.03969
H -2.04239 -0.09462 -2.00286
H 0.24375 -0.17889 -3.08434
H 0.93513 -1.80180 -2.60212
H -0.84236 -1.56872 -2.96902
H 1.66920 -0.09130 0.12626
H 1.70254 0.33686 -1.58918
H 0.70348 1.32497 -0.52587
H 1.10537 -1.72189 2.34644
H -0.34532 -1.08239 3.13585
H 0.43411 -0.05243 1.91784
H -1.00200 -3.27105 2.76932
H -1.70240 -3.83694 1.22953
H 0.12986 -3.82677 1.50157
H -2.23918 -0.71813 2.21025
H -2.88774 -2.07014 1.29327
C 5.56766 1.98796 -1.47283
C 5.18844 1.25164 -2.74420
O 3.88123 1.62123 -3.16656
H 4.85365 1.76757 -0.67748
H 6.56733 1.70266 -1.13812
H 5.54703 3.06945 -1.63174
H 5.18923 0.17472 -2.57618
H 5.89718 1.47666 -3.54888
H 3.88252 2.57189 -3.32439
*
```


What is the formula in the second record? C15H28F3NO13